1.
Density functional theory data (ωB97M-V with the def2-TZVPD basis set) for a structure of composition C15H29AlINO2P2 at a distorted geometry.

Results
ΔE to the lowest compared entry with this formula, charge and spin ... 10.3 kcal per mole
DFT total energy ... -54874.0219 eV
Orbital gap (alpha / beta) ... 7.68 / 6.38 eV

```
! RIJCOSX wB97M-V def2-TZVPD def2/J DEFGRID3
* xyz 2 1
C -1.348 0.108 -3.068
C -1.142 -0.389 -1.656
H -2.425 0.117 -3.303
H -0.838 -0.541 -3.802
H -0.966 1.147 -3.190
O -0.479 -1.423 -1.345
I 2.770 2.062 0.379
Al 1.064 0.262 0.058
P -3.212 1.333 -0.347
C -3.733 1.035 1.350
C -2.731 3.057 -0.570
H -3.157 3.672 0.230
H -5.395 0.942 -1.252
H -3.071 3.426 -1.546
H -4.193 1.107 -2.571
H -2.860 0.916 2.007
H -1.634 3.148 -0.530
C -4.374 0.685 -1.571
H -4.337 1.890 1.693
H -4.298 -0.412 -1.645
H -4.338 0.117 1.400
P 2.455 -1.230 -1.270
C 2.173 -3.008 -1.598
C 2.380 -0.503 -2.948
H 4.802 -0.680 -1.613
H 4.615 -2.105 -0.528
H 4.296 -0.448 0.081
C 4.218 -1.114 -0.790
H 2.037 0.537 -2.869
H 3.382 -0.514 -3.403
H 2.985 -3.629 -1.195
H 2.099 -3.194 -2.677
H 1.667 -1.060 -3.576
H 1.224 -3.308 -1.138
C -1.575 0.544 -0.609
O -0.581 1.052 0.103
C 1.871 -2.449 1.954
C 1.394 -1.243 2.644
C 1.260 -1.048 4.037
C 0.744 0.243 4.224
C 0.575 0.809 2.937
C 0.046 2.135 2.612
N 0.955 -0.119 1.985
H 2.012 -3.243 2.705
H 2.853 -2.316 1.461
H 1.132 -2.803 1.214
H 1.472 -1.793 4.784
H 0.489 0.742 5.152
H -0.921 2.060 2.089
H -0.106 2.713 3.536
H 0.743 2.711 1.975
*
```

2.
Density functional theory data (ωB97M-V with the def2-TZVPD basis set) for a cluster of 13 separate species, C52H143N13O13 in total at a distorted geometry.

Results
ΔE to the lowest compared entry with this formula, charge and spin ... 115.2 kcal per mole
DFT total energy ... -102221.1136 eV
Orbital gap ... 8.34 eV

```
! RIJCOSX wB97M-V def2-TZVPD def2/J DEFGRID3
* xyz 0 1
C 2.487 2.173 -2.912
C 4.000 1.894 -2.964
C 4.602 1.607 -1.573
O 5.901 1.012 -1.867
C 6.440 0.594 -0.643
N 4.149 0.707 -3.757
H 2.257 2.847 -2.087
H 1.964 1.260 -2.626
H 1.995 2.535 -3.814
H 4.399 2.760 -3.491
H 3.997 0.847 -1.079
H 4.611 2.525 -0.986
H 6.278 1.312 0.161
H 7.517 0.434 -0.672
H 6.060 -0.347 -0.246
H 3.644 0.034 -3.199
H 5.110 0.519 -3.508
C -1.180 -3.321 -6.538
C -2.564 -3.310 -5.876
C -2.522 -3.408 -4.347
O -3.797 -3.321 -3.736
C -4.308 -1.970 -3.681
N -3.095 -2.017 -6.247
H -0.362 -2.717 -6.147
H -1.331 -3.265 -7.616
H -0.738 -4.304 -6.375
H -3.172 -4.137 -6.244
H -1.817 -2.720 -3.881
H -2.197 -4.407 -4.055
H -4.827 -1.713 -4.605
H -3.555 -1.209 -3.472
H -5.094 -1.852 -2.935
H -3.989 -1.874 -5.799
H -2.447 -1.341 -5.868
C 0.677 -1.714 5.425
C -0.769 -1.442 5.763
C -1.000 -0.979 7.173
O -0.426 0.353 7.281
C -0.910 1.133 8.369
N -1.347 -0.624 4.666
H 0.835 -1.879 4.359
H 1.143 -2.541 5.962
H 1.327 -0.931 5.814
H -1.271 -2.395 5.600
H -0.755 -1.738 7.916
H -2.089 -1.023 7.189
H -1.980 1.294 8.237
H -0.452 2.120 8.303
H -0.635 0.748 9.351
H -0.739 0.175 4.553
H -2.183 -0.273 5.111
C -1.253 2.671 4.272
C -0.092 3.256 5.068
C -0.518 4.005 6.305
O -1.054 5.257 5.931
C -0.966 6.351 6.839
N 0.761 2.058 5.391
H -1.992 2.103 4.837
H -0.807 2.157 3.420
H -1.886 3.483 3.916
H 0.436 4.054 4.545
H 0.350 4.041 6.964
H -1.318 3.499 6.845
H -1.368 7.220 6.318
H 0.057 6.445 7.204
H -1.520 6.116 7.747
H 1.558 2.501 5.826
H 0.452 1.500 6.174
C 5.830 -4.874 5.631
C 5.740 -3.414 5.257
C 4.294 -2.889 5.405
O 4.268 -1.511 5.128
C 4.001 -1.199 3.734
N 6.693 -2.707 6.148
H 6.827 -5.277 5.455
H 4.993 -5.338 5.109
H 5.687 -5.022 6.702
H 6.122 -3.371 4.237
H 3.936 -3.044 6.422
H 3.630 -3.485 4.779
H 3.895 -0.119 3.639
H 3.064 -1.689 3.467
H 4.829 -1.546 3.116
H 6.564 -2.987 7.109
H 6.372 -1.751 6.213
C -1.469 -1.170 -0.492
C -1.284 0.377 -0.419
C -0.580 0.725 0.883
O 0.805 0.276 0.840
C 1.665 0.919 1.817
N -0.587 0.862 -1.579
H -1.918 -1.376 -1.464
H -2.139 -1.461 0.318
H -0.520 -1.701 -0.418
H -2.232 0.913 -0.390
H -1.197 0.310 1.680
H -0.624 1.811 0.961
H 2.697 0.722 1.530
H 1.423 0.516 2.801
H 1.518 1.991 1.949
H -0.642 1.868 -1.500
H 0.366 0.537 -1.497
C -6.805 -0.016 -5.907
C -7.570 -0.023 -4.575
C -7.086 0.966 -3.561
O -5.816 0.534 -3.039
C -5.252 1.461 -2.104
N -8.934 0.300 -4.889
H -7.034 0.846 -6.533
H -7.094 -0.930 -6.426
H -5.731 0.004 -5.718
H -7.457 -1.001 -4.107
H -7.827 1.034 -2.764
H -7.117 1.975 -3.974
H -4.815 2.329 -2.596
H -4.511 0.984 -1.463
H -6.089 1.899 -1.560
H -9.400 0.237 -3.995
H -9.283 -0.480 -5.427
C 5.465 -3.556 -2.368
C 4.089 -3.797 -2.988
C 3.258 -2.479 -3.188
O 3.387 -1.600 -2.070
C 2.554 -1.822 -0.927
N 4.205 -4.529 -4.297
H 5.447 -2.829 -1.556
H 6.173 -3.170 -3.103
H 5.953 -4.468 -2.026
H 3.569 -4.423 -2.263
H 2.208 -2.724 -3.353
H 3.606 -1.887 -4.034
H 1.593 -1.434 -1.264
H 2.861 -1.128 -0.145
H 2.421 -2.825 -0.522
H 4.633 -3.909 -4.971
H 4.878 -5.260 -4.119
C -2.601 5.741 -2.042
C -1.347 5.362 -2.873
C -1.013 3.922 -2.475
O -0.840 3.792 -1.042
C 0.292 4.427 -0.449
N -1.608 5.470 -4.263
H -3.418 5.028 -1.932
H -3.022 6.701 -2.341
H -2.350 5.952 -1.002
H -0.552 6.083 -2.684
H -0.159 3.536 -3.032
H -1.857 3.283 -2.734
H 0.464 4.226 0.608
H 0.142 5.505 -0.496
H 1.159 4.241 -1.082
H -0.730 5.437 -4.760
H -2.131 4.665 -4.580
C 7.977 3.654 0.648
C 7.575 4.731 1.624
C 6.329 4.407 2.456
O 5.470 3.727 1.576
C 4.125 3.658 1.959
N 8.674 5.108 2.474
H 7.155 3.370 -0.009
H 8.163 2.755 1.235
H 8.874 3.826 0.053
H 7.308 5.542 0.947
H 5.857 5.354 2.718
H 6.579 3.723 3.267
H 3.653 4.625 2.137
H 3.953 3.186 2.926
H 3.449 3.181 1.249
H 8.894 4.395 3.155
H 8.359 5.885 3.038
C -0.821 0.584 -6.441
C -1.192 1.066 -5.058
C -2.685 1.584 -4.926
O -2.782 2.802 -5.716
C -3.991 3.514 -5.654
N -1.206 -0.157 -4.267
H -1.027 1.376 -7.161
H -1.455 -0.223 -6.809
H 0.205 0.236 -6.564
H -0.447 1.814 -4.788
H -2.830 1.767 -3.861
H -3.312 0.812 -5.370
H -4.111 3.773 -4.602
H -4.787 2.838 -5.967
H -4.061 4.357 -6.342
H -0.291 -0.582 -4.320
H -1.181 0.119 -3.296
C 3.731 -5.259 0.902
C 2.849 -6.068 1.920
C 1.370 -5.550 1.787
O 1.253 -4.215 2.270
C -0.068 -3.677 2.094
N 3.086 -7.443 1.603
H 3.147 -5.104 -0.005
H 4.728 -5.666 0.731
H 4.051 -4.323 1.361
H 3.124 -5.821 2.945
H 0.636 -6.174 2.298
H 1.088 -5.640 0.738
H -0.442 -3.834 1.082
H 0.019 -2.631 2.385
H -0.758 -4.151 2.792
H 4.027 -7.551 1.954
H 2.463 -7.975 2.193
C -9.331 -3.360 -0.257
C -8.573 -2.192 0.431
C -7.367 -1.615 -0.253
O -6.259 -2.571 -0.289
C -4.929 -2.049 -0.171
N -9.526 -1.158 0.705
H -8.712 -4.256 -0.217
H -9.491 -3.199 -1.323
H -10.297 -3.534 0.216
H -8.134 -2.557 1.359
H -7.149 -0.638 0.177
H -7.454 -1.326 -1.300
H -4.667 -1.780 0.852
H -4.872 -1.182 -0.828
H -4.259 -2.831 -0.529
H -10.268 -1.439 1.331
H -9.048 -0.412 1.190
*
```

3.
Density functional theory data (ωB97M-V with the def2-TZVPD basis set) for a cluster of 4 separate species, CH11N2O3 in total.

Results
ΔE to the lowest compared entry with this formula, charge and spin ... 5.7 kcal per mole
DFT total energy ... -10333.0942 eV
Orbital gap ... 12.06 eV

```
! RIJCOSX wB97M-V def2-TZVPD def2/J DEFGRID3
* xyz 1 1
N -0.378 0.576 -0.981
C 0.592 1.427 -0.799
N 1.554 1.289 0.076
H -0.322 -0.392 -0.669
H -1.238 0.889 -1.432
H 0.642 2.285 -1.462
H 2.068 2.112 0.352
H 1.553 0.441 0.620
H -3.650 1.636 -1.539
H -3.204 1.179 -2.924
O -2.948 1.159 -1.994
H 1.485 -2.381 -0.204
H 0.970 -1.774 1.107
O 1.126 -1.568 0.165
H -0.027 -1.946 3.575
H 1.178 -2.805 3.244
O 0.600 -2.128 2.864
*
```

4.
Density functional theory data (ωB97M-V with the def2-TZVPD basis set) for a structure of composition C19H29N3O3S at a distorted geometry.

Results
ΔE to the lowest compared entry with this formula, charge and spin ... 397.4 kcal per mole
DFT total energy ... -41605.5069 eV
Orbital gap ... 8.52 eV

```
! RIJCOSX wB97M-V def2-TZVPD def2/J DEFGRID3
* xyz 0 1
C 7.051 -1.960 -0.218
C 6.986 -0.670 -1.057
H 6.552 -0.702 -2.064
H 7.817 -0.136 -1.163
S 5.712 0.224 -0.277
O 5.444 1.526 -0.829
O 6.076 0.394 1.388
N 4.283 -0.525 -0.265
C 3.283 -0.172 -1.254
C 2.526 0.961 -0.761
H 1.702 1.413 -1.521
H 3.048 1.963 -0.756
C 1.810 0.569 0.479
C 0.716 -0.216 0.464
O 0.825 -1.471 0.675
N -0.511 0.050 -0.080
C -0.823 1.250 -0.527
H -0.095 2.084 -0.380
C -1.963 1.938 0.199
N -3.176 0.936 0.172
C -2.774 -0.444 0.375
C -1.640 -0.776 -0.209
H -1.168 -1.734 0.017
H -1.867 -0.862 -1.247
H -3.556 -0.962 0.058
H -2.375 -0.440 1.527
C -4.372 1.109 0.701
C -5.500 0.612 0.202
C -6.532 -0.117 1.242
C -7.482 -0.883 0.750
C -7.659 -0.978 -0.724
C -6.788 -0.591 -1.701
C -5.668 0.241 -1.103
H -5.002 0.482 -1.839
H -6.905 -0.822 -2.628
H -8.456 -1.484 -0.988
H -8.197 -1.243 1.215
H -6.336 0.124 2.456
H -4.320 1.290 1.821
H -4.688 2.465 0.523
H -2.319 2.747 0.109
H -1.905 1.956 1.566
H -1.259 1.349 -1.604
H 1.279 1.538 0.974
C 2.725 0.385 1.563
H 2.485 -0.042 2.543
C 3.781 -0.941 1.183
H 4.642 -1.160 1.883
H 3.118 -1.642 0.930
H 3.350 1.241 1.897
H 3.913 0.080 -2.121
H 2.726 -1.030 -1.378
H 7.913 -2.545 -0.893
H 7.408 -1.831 0.805
H 6.163 -2.546 -0.127
*
```

5.
Density functional theory data (ωB97M-V with the def2-TZVPD basis set) for the molecule C10H16S at a distorted geometry.

Results
ΔE to the lowest compared entry with this formula, charge and spin ... 86.1 kcal per mole
DFT total energy ... -21461.1163 eV
Orbital gap (alpha / beta) ... 7.28 / 8.21 eV

```
! RIJCOSX wB97M-V def2-TZVPD def2/J DEFGRID3
* xyz 0 1
C -0.732 0.101 1.925
C -1.749 -0.976 -0.041
C -1.349 0.393 0.557
C 0.321 -0.855 1.292
C 0.909 -0.076 0.175
C -0.629 -1.816 0.534
C -0.073 0.852 -0.304
C 2.124 -0.635 -0.489
C 0.353 2.256 0.221
C -0.333 0.756 -1.835
S 0.162 -3.260 -0.183
H -0.346 0.920 2.490
H -1.369 -0.343 2.633
H -2.715 -1.392 0.250
H -1.972 -0.976 -1.110
H -2.022 1.217 0.592
H 1.078 -1.307 1.973
H 2.170 -0.512 -1.586
H 2.391 -1.618 -0.014
H 2.950 0.043 -0.213
H 0.609 2.838 -0.672
H 1.211 2.293 0.921
H -0.383 2.814 0.774
H -1.282 1.151 -2.097
H -0.373 -0.280 -2.027
H 0.553 1.263 -2.348
H 0.496 -2.850 -1.417
*
```

6.
Density functional theory data (ωB97M-V with the def2-TZVPD basis set) for a structure of composition C45H33IrN9O2.

Results
DFT total energy ... -67538.6599 eV
Orbital gap (alpha / beta) ... 6.08 / 6.08 eV

```
! RIJCOSX wB97M-V def2-TZVPD def2/J DEFGRID3
* xyz 1 1
Ir 0.097 0.112 0.123
C 5.365 -2.121 5.279
C 5.715 -1.189 4.313
C 4.776 -0.764 3.388
C 3.482 -1.267 3.428
C 3.134 -2.200 4.397
C 4.075 -2.625 5.321
C 2.476 -0.829 2.422
C 1.511 0.065 2.828
C 1.371 0.563 4.166
C 0.286 1.372 4.183
C -0.227 1.433 2.838
C -1.207 2.313 2.390
C -1.908 3.171 3.385
C -1.227 4.163 4.082
C -1.900 4.966 4.989
C -3.258 4.783 5.207
C -3.943 3.798 4.513
C -3.271 2.997 3.603
C -1.499 2.521 1.048
N -1.019 1.780 -0.002
C -1.476 2.384 -1.164
C -1.333 1.897 -2.448
C -1.918 2.680 -3.574
C -1.099 3.459 -4.381
C -1.639 4.179 -5.434
C -2.999 4.124 -5.690
C -3.823 3.349 -4.889
C -3.283 2.631 -3.835
C -0.710 0.680 -2.774
C -0.664 0.091 -4.076
C 0.021 -1.081 -3.967
C 0.426 -1.207 -2.603
N -0.054 -0.129 -1.892
C 1.330 -2.156 -2.119
C 1.956 -2.098 -0.873
C 3.030 -2.942 -0.441
C 3.406 -2.513 0.794
C 2.534 -1.431 1.147
N 1.676 -1.193 0.120
C 1.724 -3.245 -3.051
C 3.001 -3.270 -3.603
C 3.356 -4.272 -4.491
C 2.441 -5.258 -4.830
C 1.168 -5.239 -4.281
C 0.809 -4.233 -3.398
C -2.228 3.559 -0.810
C -2.267 3.626 0.541
N 0.508 0.606 2.040
H 6.099 -2.455 5.998
H 6.720 -0.794 4.281
H 5.045 -0.037 2.633
H 2.129 -2.595 4.420
H 3.802 -3.352 6.071
H 2.024 0.314 4.981
H -0.116 1.914 5.018
H -0.169 4.313 3.905
H -1.364 5.738 5.522
H -3.781 5.409 5.915
H -5.000 3.651 4.680
H -3.802 2.226 3.062
H -0.037 3.501 -4.182
H -0.995 4.785 -6.055
H -3.418 4.686 -6.511
H -4.885 3.305 -5.084
H -3.933 2.032 -3.209
H -1.081 0.532 -4.963
H 0.273 -1.772 -4.749
H 3.444 -3.751 -1.014
H 4.185 -2.902 1.424
H 3.711 -2.496 -3.343
H 4.347 -4.282 -4.922
H 2.721 -6.039 -5.521
H 0.454 -6.008 -4.541
H -0.186 -4.213 -2.972
H -2.661 4.241 -1.520
H -2.728 4.380 1.153
N -3.216 -0.091 -0.614
N -2.923 -1.378 -1.014
C -2.010 -2.152 -0.403
N -2.233 -3.465 -0.535
N -0.998 -1.630 0.306
N -0.382 -2.567 1.204
O -0.104 -3.667 0.793
O -0.213 -2.164 2.315
H -4.125 -0.042 -0.171
H -3.132 0.552 -1.389
H -3.587 -1.866 -1.602
H -3.088 -3.770 -0.968
H -1.510 -4.131 -0.312
*
```

7.
Density functional theory data (ωB97M-V with the def2-TZVPD basis set) for a cluster of 3 separate species, C3H3N2O7 in total at a distorted geometry.

Results
ΔE to the lowest compared entry with this formula, charge and spin ... 10.9 kcal per mole
DFT total energy ... -20469.0185 eV
Orbital gap (alpha / beta) ... 8.49 / 8.50 eV

```
! RIJCOSX wB97M-V def2-TZVPD def2/J DEFGRID3
* xyz -1 1
C 0.919 -1.810 0.916
C -2.070 -0.282 -0.078
C 1.079 1.608 -0.043
N -1.417 -1.214 -0.664
N 1.721 2.642 0.750
O 1.828 -2.302 0.415
O -0.370 -0.932 -1.484
O 1.525 0.456 -0.096
O 0.058 -1.447 1.563
O -1.787 -2.378 -0.703
O 2.468 3.523 0.287
O 0.065 2.216 -0.433
H -2.573 -0.743 0.794
H -1.619 0.749 0.053
H 0.172 -0.087 -1.276
*
```

8.
Density functional theory data (ωB97M-V with the def2-TZVPD basis set) for a structure of composition C5H12NPS at a distorted geometry.

Results
ΔE to the lowest compared entry with this formula, charge and spin ... 96.1 kcal per mole
DFT total energy ... -26988.5958 eV
Orbital gap (alpha / beta) ... 7.10 / 7.10 eV

```
! RIJCOSX wB97M-V def2-TZVPD def2/J DEFGRID3
* xyz 0 1
C 0.474 -0.401 -0.305
C 1.255 -1.477 -1.121
C -2.486 1.225 -0.035
C 2.920 0.261 0.965
C -2.075 0.374 1.099
N -0.487 -2.062 1.295
P -1.058 -0.948 0.448
S 1.177 0.773 0.726
H 1.535 -1.049 -2.079
H 2.035 -1.817 -0.520
H 0.632 -2.317 -1.280
H -3.108 2.110 0.268
H -1.612 1.415 -0.668
H -3.033 0.699 -0.887
H 3.283 0.197 -0.126
H 2.977 -0.747 1.459
H 3.573 1.031 1.602
H -2.869 0.049 1.713
H -1.310 0.826 1.852
H -1.595 -1.250 -0.775
*
```

> What is the formula in the sixth record?

C45H33IrN9O2

> Which of these has the highest DFT total energy?

CH11N2O3

> DFT total energy of number 3 (CH11N2O3)?

-10333.0942 eV

> The lowest DFT total energy belongs to which entry?

C52H143N13O13